{"formula": "C20H22N8O4Pd", "method": "the ωB97M-V functional and the def2-TZVPD basis", "e_tot_ev": -44670.989, "gap_ev": 5.55, "charge": 2, "homo_ev": -13.543, "elements": ["Pd", "C", "C", "O", "C", "C", "C", "C", "C", "C", "O", "H", "H", "H", "H", "H", "H", "H", "C", "C", "N", "O", "C", "C", "N", "O", "H", "H", "H", "H", "H", "H", "H", "N", "C", "N", "C", "N", "N", "C", "N", "C", "C", "C", "C", "C", "N", "H", "H", "H", "H", "H", "H", "H", "H"], "positions_angstrom": [[0.40036, 0.32412, -0.48707], [3.43074, -1.52728, 1.63676], [1.95124, -1.22011, 1.42049], [1.91588, -0.08068, 0.63265], [1.16203, -1.04296, 2.71527], [1.81520, -0.91716, 3.93938], [1.12564, -0.62176, 5.10589], [-0.24766, -0.44579, 5.07030], [-0.92404, -0.58403, 3.86833], [-0.22511, -0.88290, 2.71354], [-0.96993, -0.97215, 1.53907], [3.88920, -1.71141, 0.66682], [3.57531, -2.39757, 2.27748], [3.92301, -0.66937, 2.08896], [2.88700, -1.04182, 3.99541], [1.66452, -0.53482, 6.03915], [-0.79550, -0.22240, 5.97569], [-2.00040, -0.48646, 3.81181], [-1.07052, 4.10534, 1.60818], [-0.74183, 3.11073, 0.55488], [0.18345, 2.21557, 0.59091], [0.87892, 2.20784, 1.77499], [-1.62423, 2.90432, -0.63357], [-3.08473, 2.81272, -0.45900], [-1.00168, 2.68379, -1.75104], [-2.71873, 1.53992, -3.04347], [-0.31170, 4.10911, 2.38180], [-2.02680, 3.84720, 2.06881], [-1.17045, 5.10049, 1.17106], [1.80355, 2.41250, 1.55705], [-3.40902, 3.52351, 0.29938], [-3.30795, 1.80998, -0.06730], [-3.63020, 2.95739, -1.38454], [1.39931, -2.43318, 0.67410], [1.13196, -2.53451, -0.63294], [1.29045, -3.70014, -1.25105], [0.87294, -3.78044, -2.51437], [1.03930, -4.91781, -3.16743], [0.26215, -2.76048, -3.20988], [0.15350, -1.66636, -2.53100], [0.58416, -1.46801, -1.27611], [-0.56946, -0.48700, -3.10506], [-0.99334, -0.45289, -4.48349], [-1.48290, 0.68465, -5.00160], [-1.79630, 1.82680, -4.13072], [-1.39606, 1.65411, -2.71106], [-0.69070, 0.50946, -2.28401], [1.74614, -3.30898, 1.04829], [-0.78131, -1.82941, 1.13560], [1.47695, -5.69846, -2.70603], [0.73213, -5.00323, -4.12136], [-0.78298, -1.32238, -5.08941], [-1.63367, 0.79589, -6.06738], [-1.92079, 2.81635, -4.55140], [0.01294, 2.77016, -1.70178]], "forces_ev_per_a": [[0.220, 0.368, -0.161], [-0.006, -0.005, 0.022], [-0.096, 0.007, -0.107], [-0.094, -0.124, 0.147], [0.022, 0.048, 0.021], [-0.002, 0.013, -0.007], [-0.003, -0.005, 0.003], [0.004, -0.002, -0.002], [-0.004, -0.003, 0.004], [-0.050, 0.010, 0.003], [0.014, -0.054, -0.055], [0.002, 0.004, 0.000], [0.007, -0.003, -0.007], [-0.002, -0.007, 0.013], [-0.003, -0.003, -0.007], [-0.002, 0.002, 0.001], [0.001, 0.002, 0.000], [0.000, -0.001, 0.001], [0.018, 0.039, -0.033], [-0.151, -0.198, 0.025], [0.089, -0.053, 0.064], [-0.186, 0.658, 0.054], [0.012, -0.032, 0.042], [0.024, -0.062, -0.010], [-0.046, 0.100, 0.023], [0.001, 0.032, -0.012], [0.018, 0.024, -0.012], [0.014, -0.012, 0.019], [-0.016, -0.005, -0.004], [0.115, -0.585, -0.085], [0.004, 0.008, -0.006], [0.000, 0.011, 0.021], [0.002, -0.017, -0.008], [0.279, -0.088, -0.024], [-0.182, -0.002, -0.003], [-0.078, 0.034, 0.045], [0.014, -0.025, -0.041], [0.010, 0.014, 0.010], [-0.034, -0.017, 0.039], [-0.076, -0.021, 0.032], [0.248, 0.070, -0.081], [0.031, -0.019, -0.063], [0.013, 0.028, 0.009], [0.021, 0.003, 0.014], [0.042, 0.028, -0.034], [-0.041, -0.027, 0.043], [-0.138, -0.194, 0.136], [-0.003, 0.001, 0.005], [-0.016, 0.012, 0.037], [0.001, -0.002, -0.002], [-0.003, 0.001, -0.001], [0.002, -0.002, 0.002], [-0.006, -0.006, 0.000], [0.014, -0.001, 0.000], [-0.005, 0.058, -0.073]]}